ORCA calculation (wB97M-V/def2-TZVPD) on a cluster of 10 separate species, C8H36FN17O8 in total at a distorted geometry.

Last column: Löwdin charge in e.
CARTESIAN COORDINATES (ANGSTROEM)
N  0.15355  -0.19571  -0.15865  0.3600
H  0.12727  -1.18875  -0.34110  0.1418
H  0.89028  0.22091  -0.70978  0.1504
H  0.21260  -0.15725  0.84889  0.1506
H  -0.74774  0.16389  -0.43878  0.1161
F  -3.11666  1.43496  -1.12644  -0.8821
C  1.55232  -5.35625  -1.60750  -0.7143
O  1.19001  -4.60785  -0.68002  -0.0122
N  2.25429  -6.49045  -1.40930  0.1365
N  1.33167  -5.24217  -2.88803  0.1559
H  2.44309  -7.00331  -2.25867  0.0939
H  2.60545  -6.79086  -0.51122  0.1125
H  1.70245  -5.88240  -3.57559  0.1066
H  0.85412  -4.50131  -3.38115  0.1223
C  0.81688  -4.59163  5.80428  -0.7541
O  0.64742  -3.85192  6.77167  0.0240
N  1.13002  -4.23745  4.61419  0.1631
N  1.20084  -5.86899  5.88127  0.1103
H  1.15360  -3.24407  4.43324  0.1261
H  1.25622  -4.95852  3.91833  0.1218
H  1.03897  -6.30255  6.77901  0.1023
H  2.14173  -6.03224  5.55238  0.1054
C  1.96017  5.23866  0.70183  -0.8084
O  1.12113  4.37906  0.62105  0.0632
N  2.97568  5.30385  1.44928  0.1518
N  1.99639  6.32550  -0.07412  0.1421
H  3.69039  6.01747  1.44412  0.1144
H  3.04165  4.62994  2.19867  0.1267
H  1.13875  6.59348  -0.53537  0.1183
H  2.76942  6.93686  0.14669  0.0917
C  -2.86777  -2.16244  -4.65656  -0.8139
O  -1.77520  -1.96994  -4.18039  0.0216
N  -3.84115  -1.32097  -4.57992  0.1767
N  -3.22948  -3.26353  -5.27138  0.1480
H  -3.70541  -0.47358  -4.04737  0.1312
H  -4.62499  -1.56885  -5.16665  0.1096
H  -4.17818  -3.40665  -5.58698  0.1026
H  -2.60338  -4.05014  -5.36805  0.1117
C  2.77561  0.25579  5.07534  -0.8361
O  2.20339  0.18078  4.02072  0.0203
N  2.01858  0.39130  6.13115  0.1672
N  4.04431  0.19349  5.23481  0.1774
H  2.37323  0.41448  7.07656  0.1086
H  1.02712  0.28868  5.96812  0.1242
H  4.35259  0.59049  6.11085  0.1142
H  4.63186  0.15578  4.41416  0.1254
C  -3.19682  -0.56385  3.79050  -0.8057
O  -2.60327  0.51429  3.77698  0.0282
N  -3.70521  -1.05201  2.76031  0.1629
N  -3.59856  -1.27236  4.83519  0.1427
H  -3.57312  -0.69387  1.82523  0.1325
H  -4.56731  -1.50409  3.02959  0.1174
H  -3.14309  -1.14821  5.72807  0.1101
H  -4.06600  -2.16673  4.79405  0.1039
C  -3.02230  5.95873  -3.13501  -0.8431
O  -2.97579  6.10855  -1.90156  0.0099
N  -3.04463  4.82232  -3.61848  0.1839
N  -3.32872  6.90486  -3.96418  0.1462
H  -3.04766  4.01354  -3.01352  0.1357
H  -2.94589  4.70778  -4.61710  0.1211
H  -4.08250  6.52148  -4.51639  0.1109
H  -3.40452  7.78819  -3.48035  0.1143
C  2.35822  1.65654  -4.44384  -0.7844
O  2.64450  0.78328  -3.67992  0.0395
N  3.11490  2.68925  -4.69847  0.1536
N  1.31734  1.63213  -5.28815  0.1514
H  2.75602  3.29919  -5.41908  0.1037
H  4.05710  2.68966  -4.33466  0.1232
H  1.12553  2.54394  -5.67789  0.0980
H  0.79877  0.77202  -5.39495  0.1183

Computed properties:
Molar mass (u): 517.5
Energy relative to the best compared isomer or geometry (same formula, charge and spin) (kcal per mole): 241.9
Net charge: 0
HOMO-LUMO gap (eV): 6.75
Highest occupied orbital energy (eV): -6.51

***

ORCA calculation (wB97M-V/def2-TZVPD) on the molecule C5H8N2 at a distorted geometry.

Last column: Löwdin charge in e.
CARTESIAN COORDINATES (ANGSTROEM)
C  0.53514  1.81797  -1.63641  -0.0078
N  0.18467  0.70548  -0.72564  -0.2415
C  -0.74440  1.04558  0.35889  -0.1573
C  -1.21567  -0.03948  0.97463  -0.0775
C  0.25464  -1.96923  1.46714  -0.0904
C  -0.54343  -1.18280  0.42340  -0.3123
N  0.50091  -0.48036  -0.85859  0.1787
H  -0.41255  2.24520  -1.98348  0.0965
H  1.13027  1.48386  -2.48427  0.0866
H  1.06338  2.59366  -1.07238  0.0952
H  -0.91382  2.10813  0.49195  0.0797
H  -0.42381  -2.52808  2.12901  0.0810
H  0.80380  -1.27295  2.10721  0.0756
H  0.94306  -2.68239  1.01104  0.0673
H  -1.16219  -1.84458  -0.20250  0.1263

Computed properties:
Molar mass (u): 96.1
Energy relative to the best compared isomer or geometry (same formula, charge and spin) (kcal per mole): 105.3
Net charge: 0
HOMO-LUMO gap (alpha / beta) (eV): 8.21 / 8.21
Highest occupied orbital energy (alpha / beta) (eV): -7.98 / -7.98

***

ORCA calculation (wB97M-V/def2-TZVPD) on a cluster of 2 separate species, BH4NO2 in total at a distorted geometry.

Last column: Löwdin charge in e.
CARTESIAN COORDINATES (ANGSTROEM)
B  -0.04047  0.25673  0.13770  -0.3942
N  1.34998  0.48773  0.24217  0.1997
O  -1.10971  0.76684  0.59453  0.2468
O  -0.69570  -1.14170  -1.39438  -0.2656
H  1.58885  1.11592  1.04776  0.1183
H  2.08247  -0.03987  -0.16332  0.0743
H  -1.98476  0.39051  0.58412  0.1303
H  -1.19065  -1.83615  -1.04858  -0.1097

Computed properties:
Molar mass (u): 60.8
Energy relative to the best compared isomer or geometry (same formula, charge and spin) (kcal per mole): 75.5
Net charge: 0
HOMO-LUMO gap (eV): 9.24
Highest occupied orbital energy (eV): -9.02

***

ORCA calculation (wB97M-V/def2-TZVPD) on a cluster of 2 separate species, C8H9FN2 in total at a distorted geometry.

Last column: Löwdin charge in e.
CARTESIAN COORDINATES (ANGSTROEM)
N  -0.93337  3.73209  2.13878  0.1724
C  -0.29433  2.78639  2.27739  -0.1764
C  0.38953  1.57005  2.24222  -0.2985
F  1.75181  1.68070  2.40856  0.0361
C  -0.27003  0.46165  2.44142  -0.0695
N  -0.98270  -0.46201  2.74792  0.2376
H  -1.59742  -1.03627  2.19864  0.0897
C  0.45288  0.61789  -1.69578  -0.0815
C  1.16564  0.04617  -0.70563  -0.0883
C  0.81013  -1.42716  -0.51597  -0.1924
C  -0.51462  -1.60186  -1.28991  -0.1625
C  -0.70993  -0.30035  -2.09246  -0.1949
H  0.44370  1.52949  -2.12921  0.0613
H  2.06170  0.32081  -0.07863  0.1150
H  0.80702  -1.66337  0.45718  0.0482
H  1.51869  -2.07034  -0.85855  0.0750
H  -1.46409  -1.63818  -0.63501  0.1204
H  -0.35166  -2.52791  -1.77752  0.0843
H  -0.54721  -0.29012  -3.15207  0.0838
H  -1.73573  0.27231  -1.98137  0.1401

Computed properties:
Molar mass (u): 152.2
Energy relative to the best compared isomer or geometry (same formula, charge and spin) (kcal per mole): 62.6
Net charge: 0
Structure (SMILES): N#CC(F)=C=N.C1=CCCC1
HOMO-LUMO gap (eV): 8.67
Highest occupied orbital energy (eV): -9.10

***

ORCA calculation (wB97M-V/def2-TZVPD) on a cluster of 2 separate species, C11H13ClOS in total at a distorted geometry.

Last column: Löwdin charge in e.
CARTESIAN COORDINATES (ANGSTROEM)
C  1.21611  -0.84944  -3.10277  -0.1035
C  1.51794  0.47304  -2.89453  -0.0920
C  1.36805  -1.71532  -2.06672  -0.1639
C  1.89600  0.96006  -1.67399  -0.0926
C  1.56124  -1.27866  -0.81444  -0.1483
C  1.77538  0.10092  -0.61781  -0.3680
C  -0.64697  -0.46388  1.92004  -0.2983
C  -0.83511  1.00863  2.40141  -0.1704
C  0.34784  0.32933  1.57170  -0.3002
C  -1.43075  -1.66527  2.06183  -0.0836
C  -1.86742  1.95590  1.56033  -0.0847
O  1.89873  2.24567  0.84718  -0.5117
S  1.96717  0.78832  1.09010  0.9761
Cl  -1.75377  -0.68924  -0.92066  0.3912
H  0.77446  -1.30268  -4.01313  0.1238
H  1.76371  1.24228  -3.62542  0.1116
H  1.14498  -2.80590  -2.18145  0.1291
H  2.00145  2.02686  -1.51521  0.1136
H  1.83668  -2.03053  0.07555  0.1599
H  -2.68712  -0.24887  -1.91055  -0.0780
H  -0.84557  1.32108  3.45249  0.1069
H  -2.28071  -1.39452  1.43328  0.0371
H  -1.56334  -2.00312  3.07143  0.0832
H  -0.82653  -2.50166  1.61487  0.0953
H  -1.68599  2.94264  2.06550  0.0698
H  -2.98065  1.72383  1.67032  0.0728
H  -1.66580  1.83054  0.50066  0.0249

Computed properties:
Molar mass (u): 228.7
Energy relative to the best compared isomer or geometry (same formula, charge and spin) (kcal per mole): 9.9
2S+1: 3
Net charge: 0
⟨S²⟩: 2.047
HOMO-LUMO gap (alpha / beta) (eV): 5.45 / 5.79
Highest occupied orbital energy (alpha / beta) (eV): -5.22 / -8.74

***

ORCA calculation (wB97M-V/def2-TZVPD) on the molecule C5H8O at a distorted geometry.

Last column: Löwdin charge in e.
CARTESIAN COORDINATES (ANGSTROEM)
C  1.46324  1.91310  -0.13455  0.0193
C  1.44554  0.59871  0.16802  -0.1327
C  0.37813  -0.35471  -0.05768  -0.3719
O  0.68796  -1.68649  -0.13496  0.0342
C  -0.91723  -0.01738  0.17163  -0.0953
C  -2.09918  -0.97489  0.15835  -0.0937
H  0.79295  2.63178  -0.57708  0.0595
H  2.50444  2.23271  -0.08926  0.0494
H  2.36286  0.21283  0.60259  0.1050
H  1.65370  -1.84590  -0.20831  0.1164
H  -1.07911  0.94435  -0.31127  0.1024
H  -2.29304  -1.28611  -0.87312  0.0767
H  -1.89751  -1.86536  0.75446  0.0699
H  -3.00275  -0.50263  0.53118  0.0607

Computed properties:
Molar mass (u): 84.1
Energy relative to the best compared isomer or geometry (same formula, charge and spin) (kcal per mole): 52.6
Net charge: 0
Structure (SMILES): C=C/C(O)=C/C
HOMO-LUMO gap (eV): 8.72
Highest occupied orbital energy (eV): -8.01

***

One value per record, in order, for E: -53309.183, -8290.428, -6326.748, -14134.988, -37013.580, -7359.976 eV.